[1]
Entry from OMol25: one molecule with the formula C9H12O6 (wB97M-V/def2-TZVPD).

Relative energy (zero: lowest compared OMol25 entry of this formula, charge and spin), kJ/mol: 416.5
Max |F|, eV/Å: 4.64
Molar mass, u: 216.19

Positions of all 27 atoms, in Å:
H: 1.227 2.942 -1.118
H: -1.608 3.237 1.468
H: 2.375 -0.373 1.855
C: 0.085 1.481 -0.670
H: 0.392 -2.873 -1.723
C: -0.889 0.981 0.057
O: -1.687 1.320 1.073
C: -1.376 -1.379 -0.548
H: -1.651 -1.440 1.191
C: 0.643 -0.626 -1.655
H: 1.056 -1.299 -2.416
O: -1.986 -1.463 -1.736
O: -2.200 -1.668 0.498
O: 0.465 2.859 -0.625
O: 0.055 -1.127 1.901
H: 1.333 1.213 -2.430
H: 2.599 -1.512 0.632
C: 0.685 -0.975 0.875
H: -2.822 -1.820 -1.470
C: 0.760 0.687 -1.713
H: -0.008 2.118 1.908
C: 0.130 -1.434 -0.491
O: 0.536 -2.817 -0.738
C: 2.120 -0.624 0.801
C: -1.108 2.295 1.976
H: -1.400 2.183 2.987
H: 2.274 0.115 0.113

---

[2]
Entry from OMol25: one molecule with the formula C3H2Br2O3 (wB97M-V/def2-TZVPD).

Relative energy (zero: lowest compared OMol25 entry of this formula, charge and spin), kJ/mol: 15.1
Max |F|, eV/Å: 3.83
Molar mass, u: 245.85
SMILES string: O=C1OCC(Br)(Br)O1

Positions of all 10 atoms, in Å:
Br: -2.645 1.375 1.017
O: -1.792 0.982 -1.566
C: -0.202 0.205 -0.095
O: 0.377 0.509 -1.329
Br: -2.426 -1.518 -0.736
C: -0.505 1.114 -2.058
H: -0.110 0.966 0.651
H: 0.144 -0.783 0.329
O: -0.376 1.617 -3.123
C: -1.744 0.268 -0.324

---

[3]
Entry from OMol25: C4H4LiLuO5 as an isolated structure (wB97M-V/def2-TZVPD).

Charge: +3
Spin multiplicity: 2
Relative energy (zero: lowest compared OMol25 entry of this formula, charge and spin), kJ/mol: 0.0
Max |F|, eV/Å: 2.51
Molar mass, u: 313.98

Positions of all 15 atoms, in Å:
O: 2.169 3.452 -0.540
C: -0.118 -0.090 -0.286
O: -1.688 -3.404 2.076
C: 0.757 0.301 -1.197
O: 0.053 2.955 -0.902
Lu: -0.580 -2.502 0.163
C: 1.269 2.581 -0.798
Li: -1.872 -2.914 3.866
C: -1.824 -4.443 1.381
H: -0.719 0.640 0.270
H: -0.601 2.409 -0.368
H: 1.880 4.361 -0.726
O: -1.424 -4.574 0.228
O: 1.689 1.403 -1.021
H: 1.009 -0.173 -2.146

---

[4]
Entry from OMol25: one molecule with the formula C2H3NS2 (wB97M-V/def2-TZVPD).

Relative energy (zero: lowest compared OMol25 entry of this formula, charge and spin), kJ/mol: 353.8
Max |F|, eV/Å: 4.63
Molar mass, u: 105.19
SMILES string: C=NSC=S

Positions of all 8 atoms, in Å:
H: -3.484 -1.335 0.490
N: -1.611 -0.598 -0.258
S: 2.502 -0.199 -0.019
S: -0.572 0.893 0.000
C: -2.857 -0.490 0.040
H: -0.079 -1.245 0.077
C: 0.775 -0.337 0.187
H: -3.554 0.616 0.179

---

[5]
Entry from OMol25: C24H33BrCrN7O as an isolated structure (wB97M-V/def2-TZVPD).

Charge: +2
Spin multiplicity: 4
Relative energy (zero: lowest compared OMol25 entry of this formula, charge and spin), kJ/mol: 43.0
Max |F|, eV/Å: 0.16
Molar mass, u: 567.48

Positions of all 67 atoms, in Å:
H: -1.043 -0.489 6.146
C: -1.141 -2.423 -0.061
H: 2.800 0.439 0.629
H: 2.829 3.210 -1.751
N: 0.414 0.027 2.076
N: 2.341 0.181 -0.243
N: -0.184 -0.043 4.320
N: -3.350 -6.015 1.088
C: 2.281 0.207 4.748
C: -2.907 -3.741 4.016
C: -1.091 0.325 5.427
H: -0.804 -5.785 0.206
H: -0.711 2.466 5.361
C: -1.819 -4.356 4.617
H: 0.251 1.599 6.565
H: -4.282 -3.804 2.376
H: -4.870 -3.253 -0.460
H: -1.460 1.888 6.849
C: -1.811 -6.057 2.940
H: 0.570 3.812 -1.285
N: 0.004 2.076 -0.213
C: -1.552 -3.764 0.029
H: 2.589 2.888 -0.057
Cr: 0.236 0.017 0.113
C: -1.742 0.943 2.727
N: -3.424 -5.385 0.029
H: -1.816 1.912 3.223
C: 1.084 -2.987 0.221
C: -3.421 -4.263 2.840
H: -2.585 0.340 3.060
H: 2.714 -0.735 -0.481
N: 0.172 -2.045 0.047
C: -1.273 -5.519 4.098
H: 2.440 0.762 -2.262
C: 0.809 2.748 -1.273
H: 1.228 -1.561 4.017
C: 1.070 -0.717 4.696
H: 3.889 1.129 -1.337
H: -3.364 -2.875 4.475
C: 2.301 2.552 -1.060
H: -1.435 -6.990 2.539
H: 2.118 -2.672 0.315
H: 3.168 -0.368 5.013
C: -2.846 -5.402 2.286
H: 0.899 -1.165 5.671
H: 1.249 -0.446 2.402
C: -3.390 -1.680 -0.428
C: -0.543 -4.735 0.180
C: 2.799 1.137 -1.303
H: 0.140 2.569 0.668
H: -0.459 -6.016 4.607
C: 0.770 -4.346 0.276
Br: -1.106 -3.630 6.214
C: -2.945 -4.032 -0.056
C: -3.821 -3.019 -0.335
H: -0.987 2.168 -0.437
C: -2.065 -1.378 -0.269
H: 2.472 0.706 3.796
C: -0.442 0.278 3.063
H: -1.836 1.068 1.653
H: -4.103 -0.890 -0.626
H: 0.500 2.335 -2.234
O: -1.546 -0.128 -0.330
C: -0.724 1.647 6.082
H: 1.564 -5.070 0.387
H: -2.112 0.346 5.056
H: 2.150 0.982 5.501

---

[6]
Entry from OMol25: CH2BeO3 as an isolated structure (wB97M-V/def2-TZVPD).

Charge: +1
Spin multiplicity: 2
Max |F|, eV/Å: 7.57
Molar mass, u: 71.04
Calculated total energy, hartree: -279.3801

Positions of all 7 atoms, in Å:
H: -0.125 -1.908 0.258
Be: 1.808 -0.031 -0.074
C: -0.452 -0.010 0.254
H: -0.310 1.701 -0.238
O: -1.542 0.399 -0.117
O: 0.164 -1.104 -0.196
O: 0.457 0.953 0.112

---

[7]
Entry from OMol25: one molecule with the formula C4H8N4 (wB97M-V/def2-TZVPD).

Relative energy (zero: lowest compared OMol25 entry of this formula, charge and spin), kJ/mol: 121.9
Max |F|, eV/Å: 5.01
Molar mass, u: 112.14
SMILES string: CNc1nc[nH]c1N

Positions of all 16 atoms, in Å:
H: -2.565 1.009 -0.980
N: 1.661 -1.784 -0.126
H: -2.645 0.762 0.861
N: -1.395 -0.606 -0.235
H: 0.972 -2.478 -0.264
C: -2.570 0.286 -0.049
H: 2.191 -2.058 0.701
H: 2.975 0.381 -0.255
H: -3.364 -0.313 -0.041
C: -0.133 0.128 -0.183
N: -0.052 1.436 -0.072
C: 1.155 -0.442 -0.097
H: 1.741 2.724 0.210
C: 1.243 1.744 0.052
H: -1.233 -1.359 0.407
N: 2.019 0.570 0.072

---

[8]
Entry from OMol25: C9H11N2O10P2W as an isolated structure (wB97M-V/def2-TZVPD).

Charge: +1
Spin multiplicity: 3
Relative energy (zero: lowest compared OMol25 entry of this formula, charge and spin), kJ/mol: 63.7
Max |F|, eV/Å: 0.69
Molar mass, u: 552.98

Positions of all 35 atoms, in Å:
O: 0.368 3.881 -1.139
C: 0.044 -2.596 2.357
H: 3.553 0.688 -2.302
N: 1.486 2.457 -2.914
H: 2.367 2.838 -3.264
H: 1.040 1.930 -3.666
O: 2.315 3.314 0.424
H: 3.337 0.779 -0.546
H: 2.284 3.310 1.390
P: 0.659 0.100 -1.709
C: 1.727 1.661 -1.634
P: 0.992 2.844 -0.296
H: 0.874 3.256 -2.605
O: 1.765 0.412 1.410
C: -3.654 -2.338 0.456
N: -1.423 -1.652 0.826
C: -2.868 0.102 0.362
C: 3.195 1.314 -1.482
O: 0.553 -3.417 3.044
O: 0.414 -1.296 2.309
C: -1.156 -2.782 1.467
H: -1.831 -4.713 2.064
C: -2.653 -1.392 0.403
W: -0.055 0.018 0.895
C: -2.073 -3.809 1.523
H: -4.658 -2.074 0.155
C: -3.329 -3.597 0.959
O: -3.800 0.651 -0.122
H: 3.784 2.232 -1.437
O: -0.708 0.501 -1.173
O: 0.145 2.065 0.705
H: 2.122 -0.090 2.152
O: 1.132 -0.932 -0.679
H: -4.082 -4.371 1.010
O: -1.867 0.708 1.060

---

[9]
Entry from OMol25: one molecule with the formula C4H6N2S (wB97M-V/def2-TZVPD).

Relative energy (zero: lowest compared OMol25 entry of this formula, charge and spin), kJ/mol: 161.4
Max |F|, eV/Å: 1.64
Molar mass, u: 114.17
SMILES string: C=C1CN=CN1S

Positions of all 13 atoms, in Å:
H: 2.216 0.215 -0.878
H: -0.336 -2.736 -0.128
C: -0.264 1.802 -0.084
N: -0.752 -0.585 -0.139
H: -2.669 -0.137 1.122
C: 1.566 -0.084 -0.059
H: 0.417 2.611 -0.033
N: 1.303 -1.542 -0.062
C: 0.146 0.543 -0.155
H: 2.053 0.124 0.914
C: 0.046 -1.725 -0.099
H: -1.311 2.089 -0.260
S: -2.416 -0.574 -0.139